C9H15N | ωB97M-V with the def2-TZVPD basis set

XYZ file:
```
25
Properties=species:S:1:pos:R:3:nbo_charge:R:1
N 2.597 -0.366 0.097 -0.804
C 1.278 0.123 -0.261 0.095
C -1.755 0.113 0.174 -0.403
C -1.082 -0.313 -1.124 -0.190
C -0.479 0.875 -2.013 -0.409
C 0.343 -0.861 -0.902 -0.272
C 0.552 0.907 0.843 -0.406
C -0.787 0.273 1.377 -0.218
C -0.621 -1.045 2.126 -0.615
C 0.876 0.281 -1.716 -0.226
H -2.516 -0.706 0.380 0.202
H -0.358 -0.919 3.207 0.212
H 0.542 -1.900 -0.712 0.223
H -1.507 -1.684 2.058 0.207
H -0.637 1.903 -1.710 0.197
H -1.726 -0.927 -1.758 0.219
H 1.258 1.028 1.758 0.217
H -0.780 0.860 -3.025 0.212
H -2.358 1.020 -0.031 0.208
H 3.126 0.525 0.326 0.359
H -1.188 1.017 2.037 0.206
H 0.176 -1.587 1.643 0.214
H 0.366 1.921 0.480 0.209
H 3.041 -0.735 -0.770 0.358
H 1.640 0.199 -2.483 0.206
```

Calculated values
SMILES ... C[C@@H]1C[C@H]2C[C@@H]3[C@H]2[C@]3(N)C1
Frontier orbital gap ... 9.8 eV
Energy relative to the best compared isomer or geometry (same formula, charge and spin) ... 50.4 kcal/mol
E_LUMO ... 1.09 eV
HOMO level ... -8.7 eV